{"formula": "C4H15N2O", "method": "ωB97M-V/def2-TZVPD", "e_tot_ev": -9414.302, "s2": 0.751, "total_charge": 0, "orbital_gap_ev": [3.95, 9.77], "spin_multiplicity": 2, "homo_energy_ev": [-3.1, -9.2], "e_lumo_ev": [0.8161, 0.5890], "symbols": ["N", "C", "C", "N", "C", "C", "H", "H", "H", "H", "H", "H", "H", "H", "H", "H", "H", "H", "H", "H", "H", "O"], "coordinates": [[0.4007, -1.5499, -1.5399], [1.2893, -1.6441, -0.2754], [1.5146, -0.3274, 0.5245], [0.4669, 0.6761, 0.0139], [-0.4904, 1.0433, 1.0742], [-0.2852, 2.2129, 2.0595], [-0.1584, -2.3649, -1.7651], [1.0634, -1.3459, -2.3681], [-0.3500, -0.8506, -1.4680], [0.8091, -2.3801, 0.3479], [2.2167, -1.8541, -0.6135], [2.6232, -0.1171, 0.4253], [1.3186, -0.4599, 1.6366], [0.9199, 1.5591, -0.4657], [-0.6563, 0.0217, 1.6428], [-1.5304, 1.1629, 0.5231], [0.2322, 3.0529, 1.5800], [-1.3211, 2.5132, 2.4150], [0.2455, 1.8539, 2.8915], [-2.7837, -0.9722, -1.1003], [-2.9689, 0.3195, -1.7938], [-2.2379, -0.2162, -1.4378]], "forces_ev_per_a": [[1.551, 1.239, 0.359], [-3.186, 1.228, 0.868], [-0.954, 0.624, -0.154], [2.630, 2.052, 0.382], [-2.910, -1.884, -0.804], [-1.615, -0.194, -1.256], [-0.092, -1.579, 0.001], [-0.840, 0.047, 0.399], [0.422, 0.790, 0.155], [0.191, -0.492, 0.104], [2.762, -1.701, -1.211], [-1.418, 0.600, -0.088], [0.276, -0.130, -1.399], [-1.074, -2.322, 1.423], [0.198, 2.084, -0.790], [2.043, 0.018, 1.026], [-0.220, -0.099, 0.217], [1.336, -0.094, -0.393], [0.973, -0.108, 1.225], [1.003, 0.409, -0.188], [0.581, 0.253, -0.161], [-1.656, -0.739, 0.286]]}

{"formula": "H21O14S", "method": "ωB97M-V/def2-TZVPD", "e_tot_ev": -39839.418, "total_charge": -1, "orbital_gap_ev": 5.49, "spin_multiplicity": 1, "homo_energy_ev": -3.7, "e_lumo_ev": 1.7419, "symbols": ["O", "H", "H", "H", "S", "O", "O", "O", "O", "O", "H", "H", "O", "H", "H", "O", "H", "H", "O", "H", "H", "O", "H", "H", "O", "H", "H", "O", "H", "H", "O", "H", "H", "O", "H", "H"], "coordinates": [[19.5670, 35.2480, 8.5530], [19.0090, 34.5090, 8.7500], [19.3540, 35.9270, 9.1580], [20.5350, 34.8460, 8.2960], [18.4480, 38.7050, 9.0010], [19.0850, 38.6740, 7.6580], [18.6700, 39.9910, 9.6760], [17.0000, 38.4940, 8.9690], [18.9760, 37.5710, 9.7710], [22.1260, 34.5610, 8.7700], [22.1480, 34.7320, 9.7080], [22.8600, 35.0950, 8.6220], [21.4230, 37.5520, 7.4310], [20.6490, 38.1630, 7.3400], [21.6990, 37.9780, 8.1260], [21.2760, 36.9680, 10.8680], [20.3310, 37.2210, 10.7900], [21.6830, 37.7360, 10.6220], [20.0140, 33.6500, 10.6220], [19.5720, 32.8980, 11.0380], [20.1880, 34.3470, 11.2630], [20.0570, 33.0820, 6.4790], [20.4480, 32.4000, 6.0010], [20.5620, 33.8000, 6.2030], [21.0840, 31.6150, 8.4560], [20.4630, 32.3070, 7.8940], [21.5680, 32.1950, 8.8390], [17.2810, 33.4490, 8.0020], [17.5420, 33.0280, 7.2050], [16.5180, 33.0090, 8.2690], [17.0600, 34.0840, 10.6890], [17.1960, 33.7260, 11.6080], [16.2870, 33.4630, 10.1410], [18.1830, 37.2640, 12.3020], [17.2920, 37.1930, 11.9130], [18.4960, 37.3200, 11.3220]], "forces_ev_per_a": [[2.468, -3.439, -3.990], [-1.214, -1.183, 0.366], [-0.009, 3.903, 2.002], [-1.569, 2.161, 1.774], [-2.889, 3.462, -1.191], [0.022, -0.048, 0.013], [1.264, -0.487, 0.063], [-0.441, -0.555, -0.844], [2.121, -3.216, 1.813], [-1.226, -1.486, 0.405], [-1.232, -0.313, 1.232], [2.079, 1.781, -1.931], [-2.030, -2.920, -5.766], [-1.227, -0.656, -0.619], [3.303, 3.099, 6.460], [-1.323, -3.394, 1.308], [0.045, 0.054, -0.403], [1.796, 3.112, -0.968], [0.372, -0.411, -0.220], [0.190, 0.496, 0.094], [-0.325, -0.068, 0.321], [-2.374, 0.101, 1.321], [0.899, -2.362, -1.242], [1.183, 2.585, -0.591], [-7.318, -3.552, -5.917], [2.034, -2.710, 1.891], [5.512, 5.903, 4.488], [1.761, 1.504, 0.172], [0.492, -0.485, -1.252], [-1.977, -1.095, 0.616], [-2.951, -2.838, -1.331], [-0.700, 0.297, -1.454], [3.528, 2.716, 3.217], [-0.426, -0.503, -2.367], [-0.448, 0.068, 1.126], [0.611, 0.479, 1.402]]}

{"formula": "C16H25Br33ClInN", "method": "ωB97M-V/def2-TZVPD", "e_tot_ev": -2347581.527, "total_charge": -1, "orbital_gap_ev": 5.09, "spin_multiplicity": 1, "homo_energy_ev": -4.3, "e_lumo_ev": 0.7410, "symbols": ["C", "C", "N", "In", "C", "C", "C", "Cl", "H", "H", "H", "H", "H", "H", "H", "H", "H", "H", "H", "H", "H", "H", "C", "Br", "Br", "Br", "H", "C", "Br", "Br", "Br", "H", "C", "Br", "Br", "Br", "H", "C", "Br", "Br", "Br", "H", "C", "Br", "Br", "Br", "H", "C", "Br", "Br", "Br", "H", "C", "Br", "Br", "Br", "H", "C", "Br", "Br", "Br", "H", "C", "Br", "Br", "Br", "H", "C", "Br", "Br", "Br", "H", "C", "Br", "Br", "Br", "H"], "coordinates": [[1.8183, 2.8267, -0.7446], [2.2165, 4.1035, -1.5161], [2.0428, 3.9663, -2.9885], [0.0622, 3.1875, -3.4568], [-1.3111, 3.9078, -1.8157], [-2.6698, 4.4731, -2.3003], [-3.8291, 3.5702, -1.7958], [-2.9078, 6.1140, -1.4595], [0.8743, 2.9300, -0.1935], [2.5789, 2.6191, 0.0219], [1.7286, 1.9405, -1.3780], [1.6347, 4.9758, -1.1820], [3.2908, 4.2710, -1.3254], [1.9692, 4.9298, -3.3060], [0.2525, 1.3864, -3.4352], [-0.4615, 3.7040, -5.1021], [-1.4275, 3.0791, -1.1062], [-0.7916, 4.6910, -1.2515], [-2.7109, 4.6576, -3.3707], [-4.5466, 3.3233, -2.5896], [-4.4067, 4.0642, -1.0097], [-3.4663, 2.6313, -1.3723], [-3.3291, -0.8464, -2.0569], [-5.1627, -1.0331, -1.4594], [-3.1889, 0.1715, -3.6894], [-2.1914, -0.1353, -0.6701], [-2.9679, -1.8368, -2.2784], [-1.7726, -5.0063, -1.7702], [-3.6078, -5.2518, -1.2101], [-1.6644, -3.9612, -3.3938], [-0.6998, -4.2437, -0.3535], [-1.3683, -5.9850, -1.9880], [-3.0741, -0.6266, 3.7492], [-2.4109, -1.9660, 2.5272], [-2.0649, 1.0100, 3.5755], [-4.9733, -0.3299, 3.5380], [-2.9190, -1.0043, 4.7508], [2.4242, -3.8124, -0.5063], [2.3423, -5.3084, 0.7206], [2.5430, -2.1292, 0.4331], [3.8581, -4.0218, -1.7846], [1.4965, -3.8051, -1.0634], [-2.7339, -5.7236, 4.5070], [-2.4137, -4.2072, 5.6663], [-3.9888, -5.3098, 3.0981], [-1.0845, -6.4428, 3.7989], [-3.1827, -6.4956, 5.1163], [2.5780, 0.4863, 3.7680], [2.1705, 1.9939, 2.6291], [1.1086, -0.7656, 3.8141], [4.2282, -0.3738, 3.2428], [2.7151, 0.8625, 4.7719], [4.5235, 5.1031, 3.0429], [4.9850, 6.7006, 4.0335], [3.1714, 5.4588, 1.7120], [6.0837, 4.2591, 2.2761], [4.0974, 4.4025, 3.7486], [-1.0071, -0.2632, -7.3637], [-1.1193, -1.8516, -6.2580], [-1.0736, 1.3688, -6.3192], [0.5608, -0.3164, -8.4973], [-1.8683, -0.2689, -8.0174], [-5.3117, -9.3566, 1.4523], [-5.0657, -7.7930, 0.3429], [-5.0111, -8.9665, 3.3230], [-7.0365, -10.1837, 1.1644], [-4.5612, -10.0752, 1.1547], [8.1508, -5.1201, -1.0221], [8.4859, -3.2224, -0.8683], [6.6953, -5.6802, 0.1182], [7.8564, -5.6459, -2.8599], [9.0403, -5.6309, -0.6820], [1.6401, 8.2775, 4.9060], [1.8205, 9.7663, 3.6874], [2.1154, 8.7725, 6.7148], [-0.1226, 7.4896, 4.8176], [2.3447, 7.5210, 4.5883]], "forces_ev_per_a": [[0.171, 0.308, 0.596], [0.123, -0.542, -0.992], [-0.730, 0.076, 0.552], [0.289, -0.494, 0.204], [0.019, 0.369, -0.461], [0.356, -1.129, 1.828], [-0.439, 0.100, -0.475], [-0.126, 0.163, -0.522], [-0.014, 0.058, -0.251], [-0.101, -0.062, -0.288], [0.135, 0.194, -0.127], [0.188, -0.104, 0.498], [-0.230, 0.253, 0.160], [0.274, 0.012, -0.302], [-0.131, 0.366, 0.065], [-0.049, 0.050, 0.245], [-0.292, 0.150, -0.158], [0.140, -0.124, -0.302], [-0.070, 0.272, 0.123], [0.165, 0.050, 0.043], [0.187, 0.017, -0.101], [0.128, 0.096, -0.202], [0.043, 0.284, -0.037], [0.153, 0.030, -0.019], [-0.054, -0.116, 0.306], [-0.114, -0.006, -0.209], [-0.032, -0.090, 0.011], [-0.057, 0.130, -0.004], [0.236, 0.313, -0.164], [0.027, -0.125, 0.236], [-1.032, -0.099, -0.091], [-0.011, 0.020, 0.019], [0.092, 0.034, -0.127], [-0.060, 0.106, 0.118], [-0.295, -0.026, -0.001], [0.234, -0.063, -0.014], [-0.020, 0.022, -0.022], [0.456, 0.237, -0.100], [0.245, 0.094, -0.028], [-0.057, -0.316, -0.150], [-0.167, 0.035, 0.100], [0.350, -0.003, 0.014], [-0.037, 0.077, -0.172], [-0.019, -0.179, -0.084], [0.197, 0.004, 0.200], [-0.177, 0.136, 0.052], [0.029, 0.024, -0.005], [-0.089, 0.033, -0.058], [0.084, -0.261, 0.252], [0.262, -0.008, -0.004], [-0.133, 0.138, 0.076], [0.012, -0.045, -0.017], [-0.125, -0.054, -0.193], [0.022, -0.103, -0.055], [0.203, 0.005, 0.144], [-0.201, 0.133, 0.094], [0.033, 0.011, -0.013], [-0.144, 0.328, 0.141], [0.069, 0.080, -0.168], [0.223, -0.353, -0.417], [-0.131, -0.016, 0.108], [0.047, -0.127, 0.001], [-0.107, 0.127, -0.010], [-0.040, -0.425, 0.255], [-0.086, -0.124, -0.195], [0.188, 0.108, 0.060], [-0.023, 0.017, 0.017], [-0.111, 0.071, 0.026], [-0.076, -0.231, -0.038], [0.212, 0.038, -0.092], [0.002, 0.078, 0.198], [-0.020, 0.015, -0.028], [-0.145, 0.037, -0.058], [-0.025, -0.190, 0.177], [-0.046, -0.045, -0.192], [0.229, 0.127, 0.022], [-0.008, 0.034, 0.005]]}

{"formula": "C24H43ClP2Ru", "method": "ωB97M-V/def2-TZVPD", "e_tot_ev": -59255.785, "s2": 8.775, "total_charge": 1, "orbital_gap_ev": [6.06, 6.15], "spin_multiplicity": 6, "homo_energy_ev": [-7.9, -10.8], "e_lumo_ev": [-1.8106, -4.6777], "symbols": ["Ru", "C", "C", "C", "C", "C", "C", "H", "H", "H", "C", "H", "H", "H", "C", "H", "H", "H", "C", "H", "H", "H", "C", "H", "H", "H", "C", "C", "C", "C", "C", "C", "C", "C", "H", "H", "H", "H", "H", "H", "H", "H", "H", "H", "H", "H", "P", "P", "C", "C", "H", "H", "H", "H", "C", "H", "H", "H", "C", "H", "H", "H", "C", "H", "H", "H", "C", "H", "H", "H", "Cl"], "coordinates": [[0.8108, 0.2041, 0.1773], [2.9933, 0.3521, -0.6959], [2.6253, 1.2610, 0.4134], [3.7317, -0.6072, 1.2879], [3.7106, -0.7509, -0.1176], [3.0630, 0.5866, 1.6385], [3.0654, 0.7270, -2.1247], [2.4361, 1.5925, -2.3298], [2.7484, -0.1044, -2.7591], [4.0991, 0.9789, -2.4034], [4.4336, -1.8062, -0.8725], [4.0704, -1.8598, -1.9038], [4.2829, -2.7968, -0.4228], [5.5243, -1.6417, -0.9127], [4.4080, -1.5419, 2.2302], [5.4983, -1.3979, 2.2610], [4.2300, -2.5849, 1.9428], [4.0305, -1.4162, 3.2483], [2.9915, 1.1851, 2.9841], [3.9581, 1.6118, 3.2935], [2.7047, 0.4475, 3.7420], [2.2505, 1.9907, 2.9905], [2.4806, 2.7360, 0.2862], [3.4635, 3.2089, 0.4189], [1.8101, 3.1378, 1.0534], [2.1057, 3.0117, -0.7017], [-3.5645, -0.3624, -2.1165], [-2.9216, 0.6651, -2.6953], [-3.2375, 2.1122, -2.4996], [-3.5568, 2.5504, -1.0355], [-2.7918, 1.8417, 0.0437], [-3.2474, 0.7337, 0.6537], [-4.5175, 0.0179, 0.2948], [-4.7640, -0.2672, -1.2282], [-4.0925, 2.4074, -3.1447], [-4.6427, 2.4619, -0.8759], [-2.3822, 2.6896, -2.8892], [-5.4645, 0.4937, -1.6067], [-3.3252, -1.3726, -2.4711], [-2.2019, 0.4515, -3.4959], [-5.3145, -1.2254, -1.2878], [-4.5427, -0.9391, 0.8457], [-2.8353, 0.4472, 1.6273], [-5.4044, 0.5631, 0.6792], [-3.3278, 3.6302, -0.9789], [-1.9016, 2.3594, 0.4182], [-0.2745, -1.3737, -1.2234], [-0.2915, -0.7304, 1.9002], [-1.6968, -1.9789, -0.2507], [-1.4973, -1.9660, 1.2668], [-1.8978, -2.9963, -0.6084], [-2.5768, -1.3812, -0.5035], [-2.4595, -1.8185, 1.7687], [-1.1375, -2.9573, 1.5665], [0.6586, -1.6971, 3.0937], [1.5882, -1.1786, 3.3286], [0.8959, -2.6780, 2.6701], [0.0638, -1.8190, 4.0128], [-0.8582, 0.7289, 2.8315], [-1.7355, 0.4900, 3.4453], [-1.1102, 1.5436, 2.1381], [-0.0314, 1.0759, 3.4693], [-0.2597, -1.8625, -2.9675], [0.6409, -1.4346, -3.4429], [-1.1455, -1.4975, -3.5000], [-0.2234, -2.9580, -3.0522], [-0.3009, 0.5681, -1.5205], [0.3948, 1.3745, -1.0391], [-1.3220, 0.8906, -1.2992], [-0.0732, 0.6440, -2.5855], [1.1591, -2.7701, -0.4600]], "forces_ev_per_a": [[2.098, -1.932, 1.190], [-0.357, 0.547, 1.618], [1.754, -0.753, -1.227], [-0.654, 1.320, 1.336], [-0.102, 0.296, -0.962], [0.834, -1.228, -0.651], [0.235, 0.027, -0.418], [0.024, -0.015, -0.176], [-0.006, 0.112, -0.113], [-0.234, 0.021, -0.047], [-0.116, -0.268, -0.287], [0.115, -0.007, 0.142], [0.018, 0.200, -0.025], [-0.325, 0.109, 0.112], [-0.067, -0.248, 0.150], [-0.249, 0.037, -0.067], [0.057, 0.129, 0.021], [0.107, 0.019, -0.062], [-0.141, 0.306, 0.507], [-0.244, -0.078, -0.055], [0.103, 0.197, 0.007], [0.121, -0.058, 0.184], [0.191, 0.359, 0.139], [-0.151, 0.050, -0.031], [0.071, 0.036, -0.168], [-0.002, 0.079, 0.129], [0.167, 0.279, -1.361], [-1.114, -0.910, -0.478], [0.134, 0.613, -0.048], [-0.035, 0.464, -0.779], [-0.552, -0.312, 0.682], [-0.220, 1.163, 0.434], [-0.466, -0.491, -0.114], [-0.725, -0.079, 0.663], [0.383, -0.217, 0.288], [0.399, -0.092, 0.133], [-0.248, -0.080, 0.245], [0.338, -0.181, -0.021], [0.064, 0.360, 0.139], [-0.202, -0.001, 0.434], [0.215, 0.475, -0.018], [0.087, 0.272, -0.230], [0.099, -0.042, -0.718], [0.489, -0.095, -0.116], [-0.168, -0.435, 0.067], [-0.221, -0.254, -0.031], [0.807, 1.365, -0.161], [0.597, -0.483, 0.622], [-0.757, 0.395, -0.405], [-0.428, -0.309, 0.398], [0.075, 0.115, 0.085], [0.397, -0.180, 0.055], [0.007, -0.127, -0.136], [0.094, 0.331, 0.153], [-0.226, -0.187, 0.571], [-0.126, -0.072, 0.003], [-0.028, 0.206, 0.051], [0.265, -0.125, -0.171], [-0.738, -0.019, 0.361], [0.176, 0.252, 0.158], [0.059, -0.330, 0.331], [-0.205, -0.311, -0.181], [-0.330, -0.301, -0.334], [-0.332, -0.203, 0.314], [0.164, -0.070, 0.072], [0.028, 0.342, 0.086], [-2.164, 1.354, -1.441], [-0.554, 0.587, -1.266], [0.424, 0.321, -0.422], [-0.047, 0.035, 0.095], [1.338, -2.277, 0.745]]}

Question: Which formula does entry 2 have?
Answer: H21O14S